Density functional theory data (ωB97M-V with the def2-TZVPD basis set) for 2 unconnected molecules or ions with the total composition C2H2NO2S2 at a distorted geometry.

Geometry as XYZ:
```
9
Properties=species:S:1:pos:R:3:forces:R:3
C 0.994 0.094 -0.618 -0.4 1.0 0.4
C -2.117 0.029 -0.062 -0.7 1.3 0.1
N 1.115 0.042 0.819 3.5 0.6 -1.9
O -2.236 1.170 0.013 0.8 0.9 -0.2
O -0.100 -0.126 -1.182 0.5 -0.2 1.1
S -2.588 -1.438 0.077 -0.1 -2.3 0.1
S 2.366 0.725 -1.439 0.3 -0.3 0.1
H 0.405 -0.429 1.300 -0.9 -1.1 0.8
H 2.163 -0.067 1.092 -3.0 0.2 -0.4
```
Positions in Å, forces in eV/Å.

Its total charge is -1. The calculation puts the relative energy (zero: lowest compared OMol25 entry of this formula, charge and spin) at 7.26 kcal/mol. For the calculated total energy, the calculation gives -1079.10717 Eh. For the HOMO-LUMO gap, the calculation gives 6.469 eV. The HOMO energy is -0.127 Ha.

Here are the natural (NBO) charges for atoms 1 to 2, given in e:
1 C 0.48
2 C 0.49

***

Density functional theory data (ωB97M-V with the def2-TZVPD basis set) for 2 unconnected molecules or ions with the total composition C2H2NO2S2 at a distorted geometry.

Geometry as XYZ:
```
9
Properties=species:S:1:pos:R:3:forces:R:3
C 3.950 -1.507 -0.030 -0.9 -0.1 -2.2
C 0.244 -0.292 -0.489 -3.5 3.0 -3.3
N 1.244 -0.359 0.156 4.5 0.2 3.5
O 3.970 -1.440 1.117 0.5 -0.4 0.9
O 3.841 -1.653 -1.193 0.5 0.0 1.3
S 4.461 1.405 -0.111 -0.1 0.7 0.0
S 2.395 1.190 0.254 0.6 -0.1 -0.2
H -0.209 -1.217 -0.587 -2.1 -1.8 -0.9
H -0.169 0.688 -1.025 0.5 -1.6 0.8
```
Positions in Å, forces in eV/Å.

Its total charge is -1. The calculation puts the relative energy (zero: lowest compared OMol25 entry of this formula, charge and spin) at 0.00 kcal/mol. For the calculated total energy, the calculation gives -1078.98566 Eh. For the HOMO-LUMO gap (spin up / spin down), the calculation gives 5.258 / 6.740 eV. The HOMO energy (spin up / spin down) is -0.054 / -0.130 Ha. Its spin multiplicity is 3.

Here are the natural (NBO) charges for atoms 1 to 2, given in e:
1 C 1.06
2 C -0.13

***

Density functional theory data (ωB97M-V with the def2-TZVPD basis set) for 2 unconnected molecules or ions with the total composition C2H2NO2S2 at a distorted geometry.

Geometry as XYZ:
```
9
Properties=species:S:1:pos:R:3:forces:R:3
C 4.013 -1.649 0.027 -0.3 0.5 -2.1
C 0.081 -0.094 0.031 2.2 1.4 1.2
N 1.344 -0.407 -0.073 -3.8 -0.1 0.0
O 4.106 -1.738 1.143 0.3 -0.6 4.5
O 3.950 -1.599 -1.110 0.0 -0.2 -2.5
S 4.428 1.467 0.108 -0.8 0.4 -0.3
S 2.326 1.229 -0.196 1.8 0.5 0.4
H -0.775 -0.710 -0.133 -0.4 -1.3 -0.6
H -0.309 0.890 0.493 0.9 -0.8 -0.7
```
Positions in Å, forces in eV/Å.

Its total charge is -1. The calculation puts the relative energy (zero: lowest compared OMol25 entry of this formula, charge and spin) at 1.01 kcal/mol. For the calculated total energy, the calculation gives -1078.98405 Eh. For the HOMO-LUMO gap (spin up / spin down), the calculation gives 4.870 / 6.851 eV. The HOMO energy (spin up / spin down) is -0.042 / -0.140 Ha. Its spin multiplicity is 3.

Here are the natural (NBO) charges for atoms 1 to 2, given in e:
1 C 1.05
2 C -0.16